1.
Entry from OMol25: one molecule with the formula C19H35I3O4S at a distorted geometry (wB97M-V/def2-TZVPD).

Calculated values
relative energy (zero: lowest compared OMol25 entry of this formula, charge and spin)	0.0	kcal per mole
HOMO level	-0.332	Eh
F_max	5.77	eV Å⁻¹
orbital gap	9.111	eV
structure (SMILES)	COCCCCCCCCCCC[C@H]1[C@](I)(C[C@@H](C)I)C[C@H](I)OS1(=O)=O

Structure (XYZ):
```
62
Properties=species:S:1:pos:R:3:forces:R:3:mulliken_charge:R:1
H 3.471452 0.479652 -5.575784 -0.797 0.349 -0.082 0.57
H 2.242379 3.725459 -2.634998 -0.850 0.166 0.246 0.45
H -0.655528 0.291378 2.590324 0.521 -0.266 0.198 0.40
H 1.937235 1.396406 2.383807 -0.493 -0.509 -0.149 0.34
H 1.972914 4.664271 -5.124641 -0.670 -0.474 0.116 0.39
C 2.398742 0.703684 -5.372166 0.855 -0.308 0.883 -0.89
H -0.307647 5.998044 -4.742173 0.274 -0.345 0.770 0.64
C 1.612720 1.803592 -1.834719 0.820 0.548 0.897 -0.72
H 0.389229 4.114091 -5.841205 0.580 0.229 0.515 0.33
H 2.423453 -1.375852 -4.813842 -0.388 0.592 0.298 0.42
O 0.170841 4.735141 -0.781056 0.237 -1.116 -3.191 -0.63
H -1.123589 -2.120279 3.991408 0.490 -0.385 0.016 0.38
C 1.354523 0.676413 1.761451 -0.227 0.603 -0.471 -1.05
I 1.713477 6.656223 -3.097645 -0.359 -0.073 -0.170 0.10
H 2.011693 3.197293 -0.104682 -0.330 -0.549 -0.185 0.54
H 0.849285 1.012374 -1.964369 0.250 0.646 -0.074 0.37
O -0.763114 4.855281 -3.136149 0.987 -1.147 0.337 -0.39
H -5.722865 -5.000151 5.743862 0.180 0.690 -0.037 0.33
H -2.987250 -4.571913 2.486162 0.064 0.358 0.462 0.39
C -3.698351 -4.609302 4.559514 0.193 0.425 -1.328 -0.42
H 2.771427 2.807106 -5.637247 -0.406 -0.468 0.528 0.39
H -6.461239 -3.430449 5.298142 0.649 -0.150 0.273 0.22
H 0.765500 -0.291806 3.602670 -0.697 0.076 -0.522 0.40
C 1.339544 3.085444 -2.679296 -0.760 -1.743 -0.954 -0.58
H 0.074406 2.300216 1.117146 0.101 -0.331 -0.639 0.34
I -0.800275 1.817332 -4.634939 0.270 -0.154 0.071 0.29
H 2.304242 -0.344650 -3.377762 -0.172 0.287 -0.594 0.19
I 1.529350 0.520342 -7.384418 0.285 0.069 0.713 0.04
C 0.337533 -0.194983 2.577445 1.582 -0.399 -0.684 -0.65
S -0.159455 3.870207 -1.949721 -1.621 0.328 5.532 1.46
C -5.574274 -3.895732 5.787407 -0.515 -0.213 0.358 -0.68
C 1.945216 -0.446579 -4.418571 0.087 -0.816 -0.900 -0.90
C 0.283316 -1.638514 1.920515 -0.211 0.161 0.198 -0.73
H 2.592527 1.390656 -2.168441 -0.779 0.354 -0.116 0.43
O -1.144979 2.858307 -1.479053 1.912 1.814 -2.704 -0.58
C 0.679379 1.524087 0.612003 0.956 -0.519 0.719 -0.44
H -5.575242 -3.627568 6.865945 0.115 0.040 -0.644 0.23
C 1.823632 2.122458 -0.293493 -0.252 -0.875 0.044 -1.19
H 0.075907 -3.042965 4.974433 -0.448 0.276 -0.465 0.41
H 0.858572 -0.651167 -4.424293 0.574 0.383 0.117 0.29
H 0.891676 -3.709779 2.341694 0.031 0.546 0.479 0.37
C 0.224605 5.327855 -4.036731 0.140 0.286 -1.074 -0.69
H 2.754061 1.594424 0.027067 -0.554 0.426 -0.368 0.59
O -4.365097 -3.489069 5.145564 -0.491 -0.900 0.246 -0.33
H -2.932865 -2.979796 3.332750 0.106 -0.783 0.006 0.29
C 0.724419 -2.768960 2.909630 -1.181 0.775 0.094 -0.93
H 3.181807 2.214313 -4.029385 -0.590 -0.186 -0.462 0.40
C -2.732940 -4.069505 3.439835 0.305 -0.538 0.797 -0.72
C -1.201935 -4.327489 3.762676 -0.766 1.080 -0.363 -0.61
H -0.765055 -1.771571 1.559278 0.713 -0.433 0.304 0.28
C -0.416072 -2.970973 3.980308 0.823 -1.296 0.092 -0.75
C 0.968372 4.245226 -4.898054 -0.624 -0.442 0.215 -0.73
H -0.786904 -4.866695 2.885737 0.018 0.168 0.757 0.34
H -4.453124 -5.261561 4.055589 0.439 0.279 0.559 0.33
H -3.137650 -5.196916 5.318260 -0.374 0.283 -0.294 0.24
C 2.389132 2.156271 -4.815960 0.000 -0.339 -0.617 -0.67
H 2.115131 0.016081 1.282729 -0.471 0.287 0.434 0.43
C 1.081777 2.795642 -4.231639 1.047 2.148 0.441 0.15
H 0.928211 -1.715850 1.018923 -0.336 0.402 0.443 0.48
H 1.657735 -2.476894 3.443726 -0.456 -0.164 -0.640 0.33
H 0.030755 0.836052 0.024292 0.253 0.668 0.309 0.28
H -1.110726 -4.944349 4.682139 -0.039 0.180 -0.740 0.40
```
Positions in Å, forces in eV/Å.

***

2.
Entry from OMol25: C19H35IrN10O3STe as an isolated structure (wB97M-V/def2-TZVPD).

Calculated values
relative energy (zero: lowest compared OMol25 entry of this formula, charge and spin)	18.2	kcal per mole
HOMO level (spin up / spin down)	-0.307 / -0.346	Eh
2S+1	2
expectation value of S²	0.78
charge	+1
F_max	0.70	eV Å⁻¹
orbital gap (spin up / spin down)	5.178 / 6.248	eV

Structure (XYZ):
```
70
Properties=species:S:1:pos:R:3:forces:R:3:mulliken_charge:R:1
H -0.284226 -1.600103 5.226810 -0.002 0.040 -0.024 0.46
H 3.740396 1.101894 -0.602132 0.019 -0.012 -0.004 0.34
H 0.100400 -3.959985 0.957879 0.029 0.035 -0.038 0.44
C -3.151180 -0.442920 -0.758591 0.013 -0.015 -0.138 0.48
H -2.039127 1.217299 -5.369221 -0.007 -0.016 -0.030 0.39
C 2.850098 -1.848425 -1.178733 -0.077 0.106 0.026 -1.21
O -0.580884 2.131704 -0.637705 -0.182 -0.094 -0.019 -0.48
C 1.792516 2.061553 0.780368 0.029 0.001 -0.092 0.26
N 0.047816 -3.485181 4.335037 0.100 0.027 -0.017 -0.11
H -3.976291 1.905998 0.032685 0.007 0.001 -0.013 0.25
N 2.312118 2.603025 -0.327842 0.030 -0.001 0.079 0.17
H -0.680233 0.137325 -5.732671 -0.010 -0.003 -0.021 0.37
C -0.602526 1.424277 -1.618732 0.188 -0.114 0.115 -0.16
C 1.436196 -2.215848 -0.757407 0.498 -0.409 -0.278 0.40
H 3.314180 -2.686359 -1.696269 -0.021 0.001 -0.011 0.46
H -2.846214 2.048530 1.327210 0.016 0.038 -0.036 0.24
C -0.258133 -4.219797 3.056470 -0.070 -0.007 0.023 -1.06
H -0.432843 1.534413 2.015041 0.008 0.016 0.017 -0.39
H 1.063260 -3.418769 4.442032 -0.014 -0.030 0.025 0.39
H 1.965245 4.072955 3.087757 -0.009 0.005 -0.003 0.36
C 1.661505 4.158430 2.040737 -0.114 0.054 -0.132 -1.13
N -4.556616 0.625953 -2.603340 -0.029 0.033 -0.020 -0.64
H -0.397032 -0.379402 3.020316 0.031 -0.011 -0.001 -0.36
C 0.071536 -1.357751 3.095761 0.028 0.066 0.034 0.30
C -2.776883 0.273251 0.372120 0.123 -0.088 -0.023 -0.29
H -2.204479 -0.512216 -5.059201 -0.028 -0.018 0.009 0.40
H 2.536135 4.419591 1.455590 0.035 -0.017 -0.045 0.39
S 2.027264 0.400875 1.180038 -0.106 0.287 -0.008 -0.52
H 2.454382 4.646337 -0.866640 0.014 0.013 0.003 0.33
H -1.176569 -2.040014 1.667445 -0.017 -0.109 0.190 0.53
N -2.962907 -2.779438 -4.008536 -0.171 0.104 0.139 -0.56
H 0.808651 4.051413 -0.502887 0.020 0.007 0.000 0.47
H 3.446765 -1.563297 -0.312661 -0.015 0.011 0.042 0.29
H -1.601934 -2.204121 4.197448 0.000 0.027 0.004 0.40
H -0.573572 3.121302 2.785279 0.007 0.017 0.032 0.50
C -0.520981 -2.090909 4.284667 -0.024 -0.047 0.036 -1.08
N 1.097252 2.885436 1.601295 0.231 -0.087 0.177 0.38
C -3.952850 0.107585 -1.760856 0.058 -0.035 -0.025 -0.01
N 0.065590 -1.474681 -3.457539 -0.048 -0.069 0.208 -0.23
H 1.616597 3.590170 -2.009789 -0.017 0.025 0.004 0.39
N -3.350001 1.464289 0.684485 -0.122 -0.059 0.036 -0.35
H -0.302013 -3.997549 5.145086 -0.055 0.016 -0.026 0.36
C -0.317001 -0.289704 -2.965744 0.151 -0.066 0.003 -0.61
H -2.351899 1.910242 -2.784105 -0.008 -0.014 0.003 0.39
N -1.006142 0.570284 -3.704589 -0.123 -0.029 0.008 0.24
H -0.840072 2.648322 -3.380842 -0.009 0.010 0.024 0.41
N -0.004002 0.168493 -1.721516 -0.277 0.320 -0.374 0.62
H 2.860465 1.584092 -2.068854 0.029 -0.048 -0.009 0.26
O 1.076993 -3.373816 -0.989576 -0.081 0.214 0.138 -0.57
C 0.332555 -3.449451 1.891613 -0.057 -0.039 0.000 -0.67
C 1.765144 3.804164 -0.949838 0.078 0.086 0.162 -1.28
H 4.100675 2.657244 -1.387178 -0.007 0.001 -0.027 0.40
C -2.995531 -2.575099 -2.870255 0.217 -0.186 -0.371 0.11
H -0.530941 -1.890079 -4.163883 0.090 0.102 -0.047 0.39
N -0.164693 -2.071138 1.832836 0.002 -0.077 0.007 -0.93
H 0.925336 4.959116 1.955355 0.009 0.011 -0.007 0.33
C 0.122618 2.325484 2.515930 -0.069 0.032 -0.065 -0.60
H 1.423639 -3.413173 1.963888 -0.003 -0.018 -0.016 0.51
C 3.316148 1.940164 -1.141801 -0.017 -0.055 0.036 -1.01
H 2.811930 -0.972055 -1.826484 0.031 0.044 -0.040 0.07
Te -2.191380 -2.305127 -0.962743 -0.100 0.344 0.442 0.53
C -1.507873 0.326177 -5.047953 0.048 0.009 0.051 -1.16
O -1.872548 -0.179316 1.169258 0.275 0.039 0.069 -0.47
Ir 0.199157 -0.943107 0.032619 -0.612 -0.312 -0.043 1.53
H 1.144821 -1.201265 3.223171 -0.005 -0.010 -0.009 0.52
H -1.345803 -4.268496 2.992534 0.012 -0.058 -0.021 0.40
C -1.280226 1.756485 -2.928345 0.047 0.039 -0.053 -0.59
H 0.591493 1.945777 3.430122 0.007 -0.012 0.005 0.34
H 0.144025 -5.227747 3.137130 0.030 0.015 -0.035 0.45
H 0.412705 -2.143311 -2.781553 -0.004 -0.033 -0.028 0.20
```
Positions in Å, forces in eV/Å.